(1)
15
Properties=species:S:1:pos:R:3:forces:R:3 method="wB97M-V/def2-TZVPD" charge=0 e_above_lowest_kcal_mol=86.77 e_homo_ha=-0.320 homo_lumo_gap_ha=0.35547 fmax_ev_per_a=4.68 e_tot_ha=-362.6752
H 0.270 -1.093 1.831 0.197 -0.315 0.272
H -1.435 -2.245 0.188 0.074 0.212 0.201
C 1.340 1.069 0.052 -2.516 -3.163 1.230
O 2.012 -1.061 -0.553 -4.507 1.063 0.707
C -0.124 0.867 0.616 -0.266 -3.078 -2.652
H -1.684 1.855 -0.953 1.333 -0.384 0.051
H 2.762 -1.588 -0.599 2.818 -0.396 -0.017
N 2.255 0.257 -0.284 1.722 0.755 -0.845
C -1.175 0.943 -0.566 -0.480 1.314 0.810
C -0.306 -0.651 1.051 0.075 2.925 -0.706
H 1.618 2.044 0.129 1.349 2.586 0.058
H -2.273 -0.511 -1.695 -0.921 -0.160 -0.242
H -0.367 1.543 1.393 0.155 0.915 0.776
C -1.166 -1.188 0.218 -1.417 -1.524 -1.798
C -1.728 -0.241 -0.828 2.383 -0.750 2.154

(2)
16
Properties=species:S:1:pos:R:3:forces:R:3 method="wB97M-V/def2-TZVPD" charge=0 e_above_lowest_kcal_mol=133.62 e_homo_ha=-0.286 smiles="O[C@@H]1[C@@H](O)[C@]23C=C[C@]12N3" homo_lumo_gap_ha=0.31577 fmax_ev_per_a=4.24 e_tot_ha=-437.8548
O 1.247 -1.180 1.539 1.386 -2.054 2.072
C -1.627 0.992 0.384 0.857 -1.033 0.462
H 1.441 -1.512 -0.445 0.381 -1.049 -0.850
H -2.164 1.870 0.580 -0.683 1.110 0.165
C 0.888 -0.950 0.258 0.583 3.211 -2.306
C 1.115 0.623 -0.105 -1.987 -1.576 1.407
O 1.917 0.900 -1.170 1.484 0.031 -0.007
H -1.729 -0.104 -1.707 0.821 -0.572 0.063
H -2.397 -0.832 1.316 -2.279 -1.673 1.995
C -0.418 0.732 -0.516 0.480 0.899 2.346
C -0.586 -0.797 -0.124 -1.866 0.930 0.541
N -0.731 -0.228 -1.470 -0.190 -1.413 -1.681
H 1.392 1.449 -1.731 -0.209 0.544 -0.898
H 2.042 -1.795 1.552 -1.676 1.214 0.037
H 1.382 1.108 0.876 -0.330 -0.041 -1.025
C -1.771 -0.276 0.763 3.228 1.471 -2.321

(3)
16
Properties=species:S:1:pos:R:3:forces:R:3 method="wB97M-V/def2-TZVPD" charge=0 e_above_lowest_kcal_mol=75.11 e_homo_ha=-0.309 smiles="CC(=O)Nc1ccco1" homo_lumo_gap_ha=0.33716 fmax_ev_per_a=11.21 e_tot_ha=-437.9481
C -0.418 0.517 0.364 -5.257 -2.188 -3.509
H -0.797 -1.542 0.073 -1.661 -0.596 0.585
C 0.047 2.491 0.919 1.192 4.347 2.417
C -1.196 2.553 0.481 -5.175 2.839 -1.462
H 2.038 -2.812 -1.154 7.791 -1.516 -3.908
O 1.844 -0.418 -0.923 0.310 0.590 -0.252
H -1.897 3.592 0.416 2.198 -3.315 0.365
H 0.411 -2.925 -1.221 -5.367 -2.497 -4.279
C 1.211 -2.714 -0.753 -4.226 3.237 9.869
H 0.601 3.273 1.606 -0.802 -2.025 -2.040
C -1.591 1.214 0.031 -0.622 -0.551 0.292
N -0.138 -0.825 0.060 0.787 1.089 0.585
O 0.497 1.276 0.775 4.285 -0.700 2.275
H 1.043 -3.264 0.287 0.905 1.109 -2.028
C 0.995 -1.191 -0.556 2.364 -1.204 -0.185
H -2.650 0.777 -0.406 3.278 1.381 1.276

(4)
16
Properties=species:S:1:pos:R:3:forces:R:3 method="wB97M-V/def2-TZVPD" charge=0 e_above_lowest_kcal_mol=37.04 e_homo_ha=-0.320 smiles="C=c1oc(=C)n(C)c1=O" homo_lumo_gap_ha=0.34441 fmax_ev_per_a=6.29 e_tot_ha=-438.0088
C -1.850 1.430 -0.047 1.598 -1.112 -0.046
N -0.359 -0.599 -0.057 -5.747 2.535 0.409
C 0.902 -0.813 0.049 2.702 -0.073 -0.005
H 3.594 0.363 -0.471 1.147 -1.222 -0.197
C 2.797 0.927 -0.127 -1.631 1.116 1.032
C 1.576 0.530 0.180 0.156 -1.872 -1.186
H 2.871 1.982 0.009 0.648 0.710 -0.291
O 1.303 -1.932 0.011 2.444 -2.169 0.114
H -0.921 -2.421 0.726 -0.139 -0.493 0.319
H -1.634 -2.072 -0.873 0.159 -0.559 -0.647
C -0.662 0.788 0.130 -0.453 -0.055 -0.918
C -1.373 -1.688 0.089 0.642 2.001 -0.425
H -2.614 0.797 -0.538 0.200 0.868 0.753
H -2.274 -1.207 0.453 0.002 -0.183 0.563
O 0.562 1.401 0.336 -1.600 1.347 0.789
H -1.919 2.514 0.130 -0.127 -0.838 -0.263

(5)
16
Properties=species:S:1:pos:R:3:forces:R:3 method="wB97M-V/def2-TZVPD" charge=0 e_above_lowest_kcal_mol=63.55 e_homo_ha=-0.306 smiles="CC12OC=CN1C=CO2" homo_lumo_gap_ha=0.34474 fmax_ev_per_a=5.40 e_tot_ha=-437.9665
H 1.203 -1.845 -1.293 -1.692 0.109 1.632
O -1.262 -0.721 0.891 -1.217 1.564 -1.212
H 1.162 2.131 -0.878 1.158 1.659 -0.396
H 0.209 -2.749 0.042 0.412 0.365 -0.490
H -0.507 -2.222 -1.459 -0.597 0.449 0.039
H -1.498 2.426 -0.326 0.343 0.199 -0.528
C 1.083 1.281 -0.289 -0.422 -0.999 0.028
H -2.740 0.875 1.334 0.727 -1.040 -0.544
N -0.092 0.590 -0.669 -1.635 0.898 0.376
C -1.898 0.545 0.687 0.927 1.900 -0.225
C -1.234 1.403 -0.160 -0.892 -4.966 1.922
H 2.718 0.755 0.984 0.682 0.369 0.866
C -0.118 -0.687 0.090 2.109 1.655 0.991
C 0.198 -1.918 -0.693 1.259 -1.215 -0.763
O 1.073 -0.546 1.032 -0.336 1.029 -0.708
C 1.704 0.680 0.707 -0.824 -1.974 -0.988

(6)
19
Properties=species:S:1:pos:R:3:forces:R:3 method="wB97M-V/def2-TZVPD" charge=0 e_above_lowest_kcal_mol=71.69 e_homo_ha="-0.290 / -0.272" homo_lumo_gap_ha="0.28563 / 0.25499" fmax_ev_per_a=4.29 e_tot_ha=-986.5663
C 1.858 -2.188 -0.328 -2.287 3.391 1.144
N 0.126 -0.448 -0.306 0.774 0.368 1.591
H 1.649 0.647 -1.337 0.006 0.630 -0.798
C -0.706 0.301 0.694 3.927 0.529 1.634
H -1.676 -1.536 -0.901 0.705 -0.780 0.754
S 3.225 -0.070 0.473 -1.153 1.390 1.206
O 2.922 -1.434 -0.321 1.621 -1.214 -1.367
C -0.027 1.599 0.153 -1.546 -1.831 -1.580
O -1.649 -2.276 -0.251 -1.637 -0.866 -0.324
H 1.920 -3.158 -0.555 1.176 -3.714 -0.623
O 4.366 0.500 -0.223 0.346 0.356 -0.359
H 0.519 2.190 0.798 0.549 1.446 1.617
C -0.436 -2.761 0.058 1.087 -0.236 0.242
H -0.809 2.069 -0.393 -0.033 1.315 -0.838
H -1.681 0.014 0.700 -3.104 0.105 -0.718
C 0.860 0.680 -0.626 0.370 -1.798 0.718
O -0.165 -3.858 0.501 -1.394 0.672 -0.541
C 0.599 -1.758 -0.099 0.053 0.929 -1.021
H -0.442 0.226 1.775 0.539 -0.691 -0.737

(7)
15
Properties=species:S:1:pos:R:3:forces:R:3 method="wB97M-V/def2-TZVPD" charge=0 e_above_lowest_kcal_mol=39.81 e_homo_ha=-0.351 homo_lumo_gap_ha=0.35219 fmax_ev_per_a=3.45 e_tot_ha=-685.7064
H 1.774 -1.861 -0.164 -0.419 0.322 -0.021
H -0.344 1.844 0.088 -0.577 -1.531 -0.666
C -1.463 -0.515 -2.203 -0.425 -2.907 -1.393
H 1.183 -1.054 2.052 0.015 -0.214 -0.234
C 0.550 -0.252 1.690 0.068 0.591 -0.342
H 0.164 1.919 2.676 0.626 -0.209 -0.104
C 1.082 -1.124 -0.591 0.196 0.387 -0.728
H -1.895 1.479 -1.832 0.072 0.522 0.186
C -1.270 0.696 -1.440 -1.074 -0.693 -1.338
C -0.485 0.818 -0.397 2.238 1.134 1.793
N -1.661 -1.494 -2.831 0.577 2.912 1.762
S 1.337 1.285 2.380 -1.064 -0.119 -0.017
H 1.035 -1.125 -1.712 -0.117 0.081 1.295
H -0.448 -0.393 2.111 0.201 0.169 0.173
C 0.441 -0.225 0.173 -0.317 -0.444 -0.369

(8)
15
Properties=species:S:1:pos:R:3:forces:R:3 method="wB97M-V/def2-TZVPD" charge=0 e_above_lowest_kcal_mol=60.38 e_homo_ha=-0.304 smiles="C=C(C#CC)NC=S" homo_lumo_gap_ha=0.31955 fmax_ev_per_a=1.94 e_tot_ha=-685.6737
C 0.352 2.213 -0.547 0.206 0.988 -0.366
C -2.671 -1.503 0.080 0.415 -0.354 -0.094
S 2.162 -1.971 -0.497 -0.171 0.183 -0.130
C -1.474 -0.693 -0.088 0.819 0.818 0.045
H -0.600 2.517 -0.959 0.057 0.003 0.213
H -2.567 -2.372 -0.558 -0.312 -0.129 -0.496
H 3.283 -0.584 1.068 -0.039 -0.006 -0.426
C -0.514 0.022 -0.262 0.016 -0.599 0.706
H -2.770 -1.950 1.070 0.046 0.476 0.207
H -3.545 -0.913 -0.177 -0.202 -0.185 0.007
H 1.154 2.922 -0.461 0.107 0.452 -0.108
H 2.285 1.360 0.877 -0.486 -1.304 -0.756
N 1.844 0.585 0.328 0.161 1.514 0.921
C 0.589 0.971 -0.198 -0.933 -1.632 -0.461
C 2.472 -0.604 0.324 0.315 -0.226 0.738

(9)
15
Properties=species:S:1:pos:R:3:forces:R:3 method="wB97M-V/def2-TZVPD" charge=0 e_above_lowest_kcal_mol=150.14 e_homo_ha=-0.312 homo_lumo_gap_ha=0.31089 fmax_ev_per_a=4.52 e_tot_ha=-685.5306
H -1.698 1.144 2.275 2.853 0.733 -1.080
H 3.936 -0.577 0.637 -0.993 0.208 -1.238
C -1.871 0.240 -0.187 -1.755 1.382 -0.600
H 0.649 -1.643 -3.287 0.183 -1.141 -2.497
H -2.233 -0.843 0.325 0.752 2.890 -2.113
H -2.724 1.156 0.053 2.235 -2.978 -0.914
C 0.581 -0.192 0.040 -1.681 2.316 -1.276
C 0.524 -0.708 -1.282 -0.839 -1.101 -2.709
H -1.513 0.272 -1.419 -1.849 -0.532 3.682
N 1.719 -0.137 0.560 1.359 0.622 1.836
C -0.571 1.103 1.802 -1.836 0.187 4.127
C 0.530 -1.163 -2.411 -0.045 1.656 4.104
H 0.290 1.229 2.759 -2.296 -0.550 -3.835
S 2.999 -0.511 -0.420 2.078 -0.790 1.299
C -0.620 0.630 0.553 1.836 -2.902 1.214

(10)
16
Properties=species:S:1:pos:R:3:forces:R:3 method="wB97M-V/def2-TZVPD" charge=0 e_above_lowest_kcal_mol=101.30 e_homo_ha=-0.298 homo_lumo_gap_ha=0.27730 fmax_ev_per_a=5.44 e_tot_ha=-1083.7886
H 2.822 0.466 -0.422 1.702 0.755 -0.861
H 2.131 0.529 1.189 1.108 -0.517 1.252
C 1.171 -0.815 -0.168 -0.021 1.244 -1.823
C -2.375 -1.274 0.028 4.627 2.850 -0.328
H 1.219 -1.575 0.551 0.810 -1.277 0.959
C -0.213 -0.339 -0.180 -4.560 0.805 0.350
C 1.958 0.513 0.150 -2.106 -1.832 1.127
C 0.995 1.655 0.022 -1.941 0.905 -3.452
H 0.929 2.268 0.903 0.612 0.893 -0.052
S -1.944 1.845 0.007 0.191 -1.190 -0.045
H 1.161 2.174 -1.010 -0.231 -0.049 2.132
C -0.419 0.977 -0.084 1.324 -1.380 -0.018
H -3.236 -2.917 0.127 -2.296 -1.357 0.182
H 1.467 -1.164 -1.186 -0.196 -0.190 0.815
S -3.288 0.131 -0.095 -0.455 1.027 -0.110
N -2.378 -2.472 0.167 1.432 -0.687 -0.128

(11)
15
Properties=species:S:1:pos:R:3:forces:R:3 method="wB97M-V/def2-TZVPD" charge=-1 e_above_lowest_kcal_mol=0.00 multiplicity=3 e_homo_ha="-0.022 / -0.164" homo_lumo_gap_ha="0.16016 / 0.23383" fmax_ev_per_a=5.91 e_tot_ha=-383.1396
H 1.219 -1.642 0.885 -0.010 -0.103 -1.005
C 0.461 -0.859 0.963 1.633 0.112 1.128
O -1.962 -1.466 -4.342 -0.177 0.194 -0.446
C -0.002 -0.127 -0.245 1.148 3.001 4.955
C -0.255 -0.705 -1.431 -1.958 -2.488 -3.424
H -0.640 2.000 -0.656 -0.478 -1.419 0.377
O -1.748 -3.189 -2.815 0.258 2.231 -1.494
H 1.001 -0.141 1.631 -0.632 -0.237 -0.359
H -0.244 -1.362 1.607 -1.231 -0.105 0.277
C -0.349 -1.163 -2.613 0.899 0.602 -0.799
C -1.519 -2.072 -3.388 0.204 -2.775 2.586
H -1.431 1.281 0.830 1.064 -0.424 -0.823
H 0.191 1.857 0.651 3.023 1.453 2.674
C -0.467 1.258 0.195 -3.159 -0.333 -3.530
H 0.371 -0.856 -3.425 -0.584 0.292 -0.117

(12)
17
Properties=species:S:1:pos:R:3:forces:R:3 method="wB97M-V/def2-TZVPD" charge=-1 e_above_lowest_kcal_mol=0.00 e_homo_ha=-0.172 homo_lumo_gap_ha=0.28929 fmax_ev_per_a=4.29 e_tot_ha=-856.7738
H 0.002 2.780 0.714 0.027 0.063 -0.004
C -0.438 -0.447 0.409 1.895 3.671 -0.118
O -1.164 -0.595 2.675 0.264 0.083 0.766
H -0.196 1.655 2.074 0.042 0.016 0.069
C 0.889 -1.031 -1.581 0.202 0.412 0.368
C -1.543 -0.641 1.504 0.837 0.100 -0.860
O -2.661 -0.816 1.011 -0.647 -0.156 -0.289
C 0.406 1.888 1.198 -0.083 0.133 0.023
C -0.315 -1.408 -0.720 -0.125 -0.103 -0.203
H 1.431 2.104 1.506 0.034 0.065 0.081
H -1.244 -1.366 -1.299 0.023 -0.081 0.130
C 0.367 0.726 0.280 -1.738 -3.917 -0.174
H -0.220 -2.432 -0.345 -0.031 0.040 -0.040
H 1.748 -1.666 -1.370 0.056 -0.039 -0.012
O 0.831 1.592 -2.219 -0.157 0.577 -0.579
S 1.426 0.708 -1.188 -0.710 -0.990 0.838
H 0.680 -1.051 -2.650 0.109 0.126 0.003

(13)
18
Properties=species:S:1:pos:R:3:forces:R:3 method="wB97M-V/def2-TZVPD" charge=-1 e_above_lowest_kcal_mol=29.03 e_homo_ha=-0.189 smiles="O=S(=O)([O-])[SiH2]c1ccccc1" homo_lumo_gap_ha=0.31081 fmax_ev_per_a=3.71 e_tot_ha=-1146.2735
Si -1.370 1.277 0.811 0.415 -0.265 1.807
O -2.800 -0.331 -1.284 -0.341 0.428 0.553
C 2.607 -0.087 0.271 -0.776 1.735 2.890
H -0.757 -0.690 -1.466 -0.816 1.279 0.654
C 1.157 -1.133 -1.352 1.694 0.875 0.124
H 1.542 1.355 1.599 0.558 -0.466 0.032
H 1.021 -1.764 -2.249 0.220 0.246 0.761
S -2.891 -0.126 0.174 -2.820 0.111 0.074
C 2.434 -0.968 -0.735 1.478 -1.833 -2.873
H -1.570 2.663 0.433 0.062 0.594 -0.544
C 1.490 0.620 0.793 0.178 0.072 -0.408
O -2.380 -1.240 0.947 0.727 -0.990 0.391
O -4.248 0.267 0.666 1.759 0.131 -0.953
H -1.420 1.391 2.379 0.138 -0.274 -1.273
C 0.259 0.472 0.230 -2.153 0.283 -1.282
H 3.453 0.121 0.934 0.578 -0.599 -1.064
C 0.111 -0.344 -0.918 0.926 -2.072 -0.127
H 3.363 -1.482 -1.232 -1.826 0.745 1.238

(14)
17
Properties=species:S:1:pos:R:3:forces:R:3 method="wB97M-V/def2-TZVPD" charge=0 e_above_lowest_kcal_mol=19.92 multiplicity=2 e_homo_ha="-0.294 / -0.294" homo_lumo_gap_ha="0.31022 / 0.26682" fmax_ev_per_a=3.05 e_tot_ha=-533.5916
O 0.028 -2.055 -0.059 -1.204 0.643 -0.381
O 1.404 -0.950 -2.047 0.928 -0.908 0.101
C 0.698 -0.781 0.256 0.022 -1.318 -0.171
C -0.107 0.022 1.285 0.083 0.101 0.075
H 1.647 -1.833 -1.687 -0.240 0.845 -0.324
H 1.641 -1.127 0.705 -0.137 0.169 -0.190
H 0.670 0.424 1.952 -0.153 -0.014 0.232
O -1.081 -1.705 -0.725 0.614 -0.949 0.552
H -1.653 1.593 1.329 0.302 -0.084 -0.226
H 0.543 1.459 -2.400 -0.170 -0.150 0.320
C -0.854 1.168 0.712 -0.420 0.938 -1.396
C 0.877 -0.176 -1.089 -0.903 2.879 -0.413
C -0.589 1.662 -0.530 -0.931 0.392 2.195
H -1.478 -0.395 2.628 0.475 -0.395 -0.593
O -0.958 -0.896 1.967 -0.069 0.586 0.712
H -1.151 2.522 -0.903 0.169 -0.250 0.199
C 0.362 1.068 -1.396 1.634 -2.485 -0.692

(15)
21
Properties=species:S:1:pos:R:3:forces:R:3 method="wB97M-V/def2-TZVPD" charge=-1 e_above_lowest_kcal_mol=62.40 e_homo_ha=-0.186 homo_lumo_gap_ha=0.29125 fmax_ev_per_a=4.34 e_tot_ha=-1480.5565
H -1.516 -0.521 0.499 0.531 -0.759 0.802
O 2.172 0.598 -0.839 0.230 0.484 -1.410
C 2.193 0.499 1.730 0.035 4.232 -0.948
H -1.796 0.819 -0.261 -0.528 0.927 0.234
C -0.087 -2.437 -1.184 -0.993 1.889 -2.277
S 1.182 0.254 0.176 1.275 1.513 1.852
O 0.414 2.958 0.411 -0.742 -1.535 0.429
C 0.164 1.828 0.735 1.677 1.092 -0.613
H 2.482 1.665 1.967 -1.065 -2.778 -0.588
O 0.065 -3.612 -1.255 0.728 -2.974 0.478
C -1.961 0.427 0.748 -1.049 -0.573 -1.122
H 0.808 -2.127 -3.285 -1.093 0.417 0.144
C -0.080 -1.784 -2.722 2.196 -1.140 0.551
H -3.054 0.165 0.881 1.232 0.988 0.572
S -0.988 1.263 2.046 -0.775 -0.945 -0.579
O -0.291 -1.626 -0.288 -0.689 -0.639 0.529
H 3.130 0.058 1.514 0.693 -1.023 -0.077
O -1.729 2.377 2.635 -0.395 0.808 0.288
O -1.786 -0.033 -3.002 1.576 -1.229 -0.150
H 1.577 0.073 2.451 -0.403 -0.800 1.851
C -0.901 -0.843 -2.958 -2.440 2.046 0.035